[1]
Computed, not measured: a cluster of 7 separate species, C18H48N2O7 in total, with the ωB97M-V functional and the def2-TZVPD basis.

Last column: Mulliken spin population.
CARTESIAN COORDINATES (ANGSTROEM)
O  5.14  4.18  28.44  0.00
H  6.10  4.26  28.46  0.00
H  4.84  5.05  28.16  0.00
O  4.42  6.86  28.31  0.00
H  4.40  7.77  28.00  0.00
H  5.33  6.71  28.56  0.00
O  2.32  5.62  29.34  0.00
H  2.13  4.83  28.83  0.00
H  3.18  5.90  29.04  0.00
O  3.87  9.59  27.39  0.00
H  3.98  9.70  28.33  0.00
H  3.09  10.11  27.18  0.00
O  8.07  4.79  28.51  0.00
H  7.99  5.56  29.08  0.00
H  9.01  4.74  28.32  0.00
C  7.90  8.81  26.69  0.09
C  9.34  8.92  26.10  0.01
C  9.36  10.04  25.05  0.02
C  9.25  11.35  25.84  -0.01
C  10.41  11.58  26.76  0.01
C  10.72  10.45  27.76  -0.02
N  10.41  9.13  27.13  0.70
O  10.61  8.08  28.00  0.02
C  12.31  10.50  27.87  0.09
C  10.15  10.84  29.17  0.06
C  9.68  7.62  25.32  0.02
H  7.19  8.96  25.87  0.01
H  7.68  9.65  27.35  0.00
H  7.74  7.95  27.34  -0.01
H  10.26  9.94  24.44  0.00
H  8.45  10.02  24.46  0.00
H  8.41  11.30  26.52  0.00
H  9.04  12.11  25.08  0.00
H  10.10  12.50  27.25  0.00
H  11.29  11.77  26.15  0.00
H  12.66  9.68  28.50  0.00
H  12.82  10.46  26.91  -0.01
H  12.52  11.49  28.25  0.00
H  10.37  11.85  29.51  0.00
H  9.08  10.85  28.94  0.00
H  10.26  10.11  29.98  0.00
H  9.72  6.75  25.97  0.00
H  10.62  7.48  24.77  0.00
H  8.80  7.43  24.69  0.00
H  9.93  8.16  28.68  0.03
C  2.57  7.56  24.36  0.00
C  3.85  6.93  23.65  0.00
C  4.28  5.71  24.61  0.00
C  3.42  4.52  24.37  0.00
C  3.43  4.22  22.82  0.00
C  2.90  5.32  21.87  0.00
N  3.63  6.63  22.22  0.00
O  3.20  7.72  21.51  0.00
C  3.24  4.97  20.42  0.00
C  1.42  5.42  21.89  0.00
C  5.09  7.81  23.83  0.00
H  2.75  8.25  25.18  0.00
H  1.86  8.12  23.75  0.00
H  1.95  6.73  24.71  0.00
H  5.31  5.35  24.52  0.00
H  4.11  5.95  25.66  0.00
H  3.79  3.66  24.93  0.00
H  2.39  4.79  24.61  0.00
H  2.85  3.30  22.81  0.00
H  4.39  3.76  22.57  0.00
H  2.67  4.09  20.12  0.00
H  4.26  4.61  20.27  0.00
H  3.11  5.77  19.69  0.00
H  0.90  4.46  21.81  0.00
H  1.21  6.03  21.01  0.00
H  1.02  5.95  22.75  0.00
H  5.17  8.74  23.26  0.00
H  5.15  8.02  24.89  0.00
H  6.02  7.32  23.53  0.00
H  3.97  7.96  21.00  0.00

Results
total charge: +1
frontier orbital gap (spin up / spin down): 6.553 / 2.608 eV
expectation value of S²: 0.755
2S+1: 2
E: -1350.3495 Ha
energy above the lowest of the compared OMol25 structures with the same formula, charge and spin: 122.64 kJ/mol

[2]
Computed, not measured: a structure of composition C18H48N5O3PRuS2Si3, with the ωB97M-V functional and the def2-TZVPD basis.

Last column: Mulliken charge in e.
CARTESIAN COORDINATES (ANGSTROEM)
Ru  -0.43  0.55  0.54  -0.54
C  -4.00  -1.34  0.66  -0.95
O  -2.62  -1.25  0.38  0.52
Si  -1.51  -2.46  0.65  0.21
C  -1.65  -3.15  2.38  -1.23
C  -2.15  -3.83  -0.47  -1.54
C  0.15  -1.67  0.29  0.75
Si  1.49  -1.74  1.62  0.45
C  1.90  -3.51  2.13  -1.21
C  1.29  -0.83  3.25  -0.53
C  3.11  -1.02  0.99  -0.99
Si  0.78  -2.18  -1.40  1.12
C  -0.54  -1.86  -2.72  -1.42
C  1.19  -4.02  -1.45  -1.33
C  2.42  -1.51  -2.11  -1.61
H  -4.19  -1.90  1.58  0.33
H  -4.54  -1.82  -0.16  0.23
H  -4.39  -0.33  0.81  0.19
H  -2.69  -3.44  2.59  0.42
H  -1.35  -2.43  3.14  0.27
H  -1.03  -4.04  2.48  0.31
H  -3.08  -4.20  -0.03  0.46
H  -1.48  -4.68  -0.56  0.45
H  -2.37  -3.46  -1.47  0.32
H  1.13  -3.94  2.77  0.33
H  2.84  -3.51  2.69  0.40
H  2.02  -4.17  1.27  0.26
H  0.33  -1.02  3.74  0.20
H  1.37  0.25  3.11  -0.23
H  2.09  -1.15  3.91  0.45
H  3.58  -1.62  0.22  0.34
H  3.81  -0.96  1.83  0.46
H  2.98  0.00  0.61  -0.02
H  -0.94  -2.80  -3.09  0.49
H  -0.13  -1.31  -3.57  0.43
H  -1.37  -1.28  -2.31  0.06
H  0.42  -4.65  -1.01  0.31
H  2.12  -4.22  -0.92  0.31
H  1.33  -4.33  -2.49  0.36
H  2.72  -0.49  -1.83  0.29
H  2.36  -1.55  -3.20  0.46
H  3.25  -2.15  -1.80  0.41
C  2.06  2.93  3.97  -1.06
C  0.64  3.02  3.44  0.40
O  0.61  3.52  2.09  -0.46
P  0.51  2.69  0.72  0.74
S  -1.50  0.72  2.39  -0.47
S  -0.06  4.02  -0.62  -0.57
O  2.07  2.25  0.44  -0.32
C  3.07  3.16  -0.04  -0.40
C  3.79  3.89  1.07  -1.24
H  2.04  2.47  4.96  0.41
H  2.50  3.93  4.06  0.32
H  2.68  2.33  3.31  0.05
H  0.04  3.71  4.02  0.32
H  0.16  2.04  3.48  -0.24
H  2.59  3.88  -0.72  0.43
H  3.77  2.55  -0.61  0.30
H  3.09  4.51  1.63  0.22
H  4.57  4.53  0.65  0.47
H  4.25  3.18  1.76  0.27
C  -4.43  2.45  -1.42  -1.12
N  -3.36  2.19  -2.37  0.16
C  -3.73  1.99  -3.76  -1.02
C  -2.20  1.68  -1.86  -0.09
N  -2.04  1.33  -0.64  0.35
N  -1.18  1.60  -2.80  0.38
C  0.13  1.30  -2.50  -0.87
N  1.01  1.58  -3.51  -0.34
N  0.47  0.79  -1.39  1.61
H  -5.20  3.05  -1.91  0.33
H  -4.05  3.02  -0.57  0.36
H  -4.90  1.53  -1.05  0.38
H  -4.69  2.47  -3.93  0.35
H  -3.83  0.93  -4.02  0.30
H  -3.02  2.45  -4.45  0.32
H  -2.86  1.42  -0.07  -0.13
H  -1.30  2.19  -3.60  0.25
H  0.68  1.82  -4.43  0.18
H  1.93  1.19  -3.45  0.25
H  1.47  0.67  -1.31  -0.81

Results
total charge: 0
frontier orbital gap (spin up / spin down): 6.379 / 6.606 eV
2S+1: 1
E: -3315.4315 Ha

[3]
Computed, not measured: a structure of composition C18H49Cl2NNbO8S7, with the ωB97M-V functional and the def2-TZVPD basis.

Last column: Mulliken charge in e.
CARTESIAN COORDINATES (ANGSTROEM)
C  -1.01  2.68  4.01  -1.07
C  -1.59  3.27  2.73  0.19
Cl  -0.37  3.83  1.54  -0.24
C  -2.90  3.39  2.52  0.37
Cl  -3.39  4.16  0.96  -0.27
Nb  -4.55  2.75  3.95  -0.66
O  -5.41  1.38  2.56  -0.78
C  -4.72  0.25  2.62  0.78
N  -4.18  -0.70  2.33  -0.50
H  -0.01  2.25  3.78  0.37
H  -1.60  1.86  4.44  0.33
H  -0.86  3.46  4.77  0.26
H  -5.65  4.09  3.32  0.03
H  -5.83  2.43  5.23  0.09
H  -3.66  1.31  4.61  0.00
H  -3.81  3.88  5.18  0.08
C  -1.01  -0.58  0.07  -0.29
S  -0.37  -2.04  0.90  0.40
O  1.05  -1.76  1.27  -0.59
C  -0.35  -3.07  -0.57  -0.83
H  -1.08  0.23  0.79  0.18
H  -0.34  -0.29  -0.74  0.35
H  -2.00  -0.80  -0.32  -0.14
H  0.28  -2.61  -1.34  0.20
H  -1.36  -3.20  -0.95  0.39
H  0.07  -4.05  -0.30  0.32
C  -5.73  -0.90  -2.25  -1.04
S  -4.59  -1.66  -1.08  0.70
O  -3.66  -2.53  -1.87  -0.70
C  -5.81  -2.74  -0.32  -1.10
H  -5.17  -0.20  -2.87  0.29
H  -6.18  -1.67  -2.88  0.31
H  -6.50  -0.36  -1.70  0.41
H  -6.26  -3.39  -1.07  0.40
H  -6.57  -2.13  0.17  0.36
H  -5.30  -3.35  0.43  0.31
C  2.49  4.93  7.75  -0.97
S  1.70  4.10  6.36  0.55
O  0.55  4.94  5.94  -0.59
C  1.04  2.72  7.31  -0.90
H  2.93  5.85  7.39  0.32
H  1.74  5.16  8.51  0.30
H  3.26  4.29  8.17  0.36
H  0.39  3.09  8.10  0.30
H  1.87  2.15  7.74  0.38
H  0.47  2.08  6.64  0.27
C  3.85  -4.09  -1.81  -0.84
S  3.19  -5.67  -1.26  0.55
O  4.29  -6.68  -1.37  -0.66
C  2.10  -5.91  -2.67  -0.91
H  4.59  -3.76  -1.09  0.29
H  4.32  -4.21  -2.79  0.35
H  3.04  -3.36  -1.86  0.27
H  2.68  -5.91  -3.59  0.33
H  1.35  -5.12  -2.69  0.30
H  1.60  -6.88  -2.56  0.31
C  4.42  2.32  -0.38  -0.98
S  4.82  0.57  -0.30  0.56
O  4.54  -0.01  -1.65  -0.63
C  3.47  0.10  0.78  -0.84
H  5.13  2.81  -1.04  0.31
H  3.41  2.45  -0.76  0.32
H  4.50  2.75  0.62  0.37
H  2.52  0.37  0.32  0.18
H  3.58  0.61  1.74  0.41
H  3.50  -0.97  0.93  0.32
C  10.41  0.18  -2.72  -0.92
S  8.88  1.06  -3.04  0.48
O  8.82  2.21  -2.10  -0.62
C  7.78  -0.21  -2.40  -0.75
H  11.24  0.81  -3.01  0.32
H  10.49  -0.05  -1.65  0.29
H  10.43  -0.74  -3.31  0.33
H  8.03  -0.42  -1.36  0.29
H  7.89  -1.12  -3.00  0.41
H  6.76  0.14  -2.47  0.15
C  -6.49  0.94  -6.87  -0.87
S  -7.80  -0.27  -6.65  0.49
O  -8.18  -0.26  -5.22  -0.59
C  -6.76  -1.72  -6.92  -0.88
H  -6.91  1.93  -6.71  0.31
H  -5.69  0.76  -6.15  0.25
H  -6.10  0.88  -7.89  0.35
H  -5.95  -1.72  -6.20  0.25
H  -6.36  -1.69  -7.94  0.36
H  -7.38  -2.61  -6.79  0.31

Results
total charge: -1
frontier orbital gap: 7.415 eV
2S+1: 1
E: -5136.1902 Ha

Q: 2S+1 of number 1 (C18H48N2O7)?
A: 2

Q: What is the E in the first record?
A: -1350.3495 Ha